Below is 5 unconnected molecules or ions with the total composition C42H45BF3N4O20S at a distorted geometry, with properties calculated with the ωB97M-V functional and the def2-TZVPD basis.

Computed properties:
Highest occupied orbital energy (hartree): -0.4131
LUMO level (eV): -3.83
Frontier orbital gap (eV): 7.416
Electronic energy (eV): -110850.8012

The geometry in ORCA input format:
```
! RIJCOSX wB97M-V def2-TZVPD def2/J DEFGRID3
* xyz 1 1
C 0.0135 -5.7381 4.0218
C -0.4825 -4.7788 3.4696
C -1.2479 -3.6849 2.8329
C -0.4736 -2.7494 2.0354
C 1.0332 -2.9737 1.9220
C 1.4658 -4.2675 1.1142
C 0.3618 -4.8776 0.2063
S 1.0057 -6.5256 -0.3012
O 2.2219 -6.4146 -1.0532
O 1.1867 -7.2528 0.9465
O -0.1632 -7.3269 -1.0949
C -1.2001 -1.6536 1.4363
C -0.3644 -0.6341 0.6215
C 0.1935 0.5382 1.5351
C 1.7229 0.4742 1.8406
C 2.0746 0.0450 3.3209
N 0.9876 -0.6790 4.0197
C -2.6218 -1.5218 1.6178
C -3.3005 -0.3313 0.9166
C -3.1045 1.0594 1.6114
C -3.3654 1.0787 3.1247
F -4.6214 0.6904 3.4723
F -3.2736 2.3909 3.5270
F -2.4170 0.4289 3.8555
N -3.2729 -2.4488 2.3907
B -4.7758 -2.3333 2.6551
N -5.7655 -2.5052 1.5705
O -5.2637 -2.0280 3.9024
C -2.6376 -3.5101 2.9821
C -3.4032 -4.5324 3.8565
N -3.7489 -3.9808 5.2087
H 0.4272 -6.5309 4.6454
H 1.4024 -3.1171 2.9640
H 1.5973 -2.1183 1.5181
H 2.3090 -3.9760 0.4453
H 1.8990 -4.9933 1.8310
H 0.2397 -4.3098 -0.7446
H -0.5990 -5.0882 0.7124
H -0.4146 -8.1079 -0.5666
H 0.5278 -1.1530 0.2035
H -0.9040 -0.2175 -0.2498
H 0.0304 1.4778 0.9492
H -0.4459 0.6277 2.4347
H 2.2477 -0.1879 1.1104
H 2.1403 1.4929 1.6982
H 2.9752 -0.6107 3.2680
H 2.3575 0.9558 3.9112
H 0.5457 -0.0064 4.6437
H 1.3348 -1.4790 4.5391
H -4.3797 -0.4551 0.7147
H -2.8173 -0.2479 -0.0835
H -2.1240 1.5366 1.4318
H -3.8614 1.7456 1.1636
H -6.0212 -1.5580 1.2676
H -5.3447 -2.9416 0.7482
H -6.0161 -1.4274 3.7643
H -4.3054 -4.9348 3.3319
H -2.7710 -5.4252 4.0592
H -3.2992 -3.0605 5.2304
H -3.2448 -4.5051 5.9256
C -2.3528 -1.7176 -3.4327
C -2.7854 -2.3045 -4.5566
C -3.6397 -1.5684 -5.5437
O -3.9918 -2.1361 -6.5570
C -4.0137 -0.1918 -5.2327
C -3.5827 0.3880 -4.1093
C -2.7090 -0.3386 -3.1394
O -2.3254 0.2422 -2.1322
O -3.9142 1.6536 -3.7967
O -2.4779 -3.5683 -4.8532
H -1.7339 -2.2363 -2.7131
H -4.6440 0.3249 -5.9434
H -3.4788 1.8356 -2.9432
H -2.9072 -3.7512 -5.7125
C -2.2313 4.3021 -7.9779
C -2.2953 3.6250 -6.8267
C -1.5063 2.3715 -6.6105
O -1.5844 1.8018 -5.5341
C -0.6784 1.8826 -7.7046
C -0.6157 2.5571 -8.8598
C -1.3830 3.8268 -9.0675
O -1.2792 4.4126 -10.1267
O 0.1328 2.1337 -9.8827
O -3.0681 4.0328 -5.8083
H -2.7945 5.2097 -8.1454
H -0.1276 0.9666 -7.5413
H 0.0073 2.7930 -10.5929
H -2.9395 3.3749 -5.0981
C 4.3364 5.6277 4.5193
C 3.5768 4.6377 5.0004
C 2.5414 3.9657 4.1555
O 1.8845 3.0525 4.6286
C 2.3567 4.4371 2.7895
C 3.1132 5.4288 2.3073
C 4.1696 6.0848 3.1416
O 4.8421 6.9685 2.6528
O 2.9610 5.8800 1.0554
O 3.7052 4.1968 6.2615
H 5.0896 6.1200 5.1186
H 1.5920 3.9540 2.1958
H 3.6251 6.5905 0.9498
H 3.0484 3.4827 6.3601
C 5.3014 1.8769 -1.5526
C 4.9079 2.8400 -0.7129
C 5.8650 3.4876 0.2393
O 5.4560 4.3715 0.9701
C 7.2460 3.0228 0.2504
C 7.6410 2.0563 -0.5879
C 6.6909 1.4259 -1.5593
O 7.1001 0.5644 -2.3128
O 8.9002 1.6059 -0.6008
O 3.6376 3.2767 -0.6806
H 4.6211 1.4027 -2.2466
H 7.9218 3.4872 0.9551
H 8.9275 0.9158 -1.2914
H 3.6123 3.9759 0.0039
*
```